1.
A structure of composition C18H21IN11O3STm in a non-equilibrium geometry. Source: the Open Molecules 2025 dataset; level of theory: ωB97M-V/def2-TZVPD.

Expectation value of S² ... 2.002
Spin multiplicity ... 3
HOMO energy (alpha / beta) ... -7.583 / -7.594 eV
Orbital gap (alpha / beta) ... 6.756 / 6.769 eV

Element x y z (Å)
Tm (0.20, -0.56, -1.19)
N (-0.98, -2.94, -0.59)
C (-1.17, -3.65, -1.87)
C (-1.56, -2.68, -2.97)
O (-2.43, -3.01, -3.78)
N (-0.85, -1.54, -2.94)
C (-1.15, -0.55, -3.98)
C (-1.14, 0.85, -3.39)
O (-1.93, 1.70, -3.80)
O (-0.28, 1.04, -2.43)
H (-0.61, -3.58, 0.10)
H (-1.90, -2.68, -0.25)
H (-1.92, -4.43, -1.83)
H (-0.22, -4.11, -2.15)
H (-2.09, -0.75, -4.46)
H (-0.37, -0.56, -4.75)
C (-0.76, 4.07, 0.67)
C (-0.34, 2.64, 0.54)
N (-1.05, 1.73, -0.04)
N (-2.21, 2.11, -0.59)
C (-3.11, 1.18, -1.02)
N (-4.11, 1.66, -1.82)
S (-3.01, -0.43, -0.54)
C (0.98, 2.20, 1.04)
C (1.57, 2.82, 2.14)
C (2.84, 2.44, 2.54)
C (3.51, 1.47, 1.80)
C (2.85, 0.90, 0.72)
N (1.61, 1.22, 0.36)
H (-1.13, 4.47, -0.28)
H (0.07, 4.70, 0.98)
H (-1.58, 4.17, 1.40)
H (-2.30, 3.04, -0.94)
H (-3.78, 2.26, -2.56)
H (-4.72, 0.94, -2.16)
H (1.03, 3.59, 2.68)
H (3.30, 2.89, 3.41)
H (4.51, 1.16, 2.05)
H (3.35, 0.16, 0.10)
N (3.52, -3.08, 1.00)
C (2.80, -2.92, -0.12)
N (1.73, -2.22, 0.17)
C (1.87, -1.96, 1.50)
N (2.95, -2.47, 2.05)
C (0.86, -1.20, 2.25)
C (1.02, -0.95, 3.61)
N (0.11, -0.29, 4.31)
C (-0.98, 0.08, 3.65)
C (-1.14, -0.17, 2.30)
N (-0.21, -0.79, 1.58)
H (4.40, -3.56, 1.11)
H (3.08, -3.30, -1.09)
H (1.92, -1.28, 4.12)
H (-1.75, 0.60, 4.21)
H (-2.03, 0.14, 1.76)
I (2.74, -0.57, -2.63)

Here are the Löwdin charges for atoms 1 to 4, given in e: number 1, Tm, carries 0.94; number 2, N, carries -0.06; number 3, C, carries -0.17; number 4, C, carries -0.59

=====

2.
A structure of composition C18H21IN9O3SSc. Source: the Open Molecules 2025 dataset; level of theory: ωB97M-V/def2-TZVPD.

Spin multiplicity ... 1
HOMO energy ... -11.771 eV
Charge ... +2
Orbital gap ... 4.264 eV

Element x y z (Å)
Sc (1.94, -0.43, -0.61)
C (-0.05, 1.87, 4.10)
N (0.17, 0.69, 3.25)
C (-0.46, -0.58, 3.64)
C (0.79, 0.76, 2.08)
N (0.94, -0.26, 1.26)
N (1.17, 2.04, 1.67)
C (1.91, 2.45, 0.59)
N (2.12, 3.76, 0.52)
N (2.36, 1.62, -0.33)
H (-0.43, 1.53, 5.05)
H (-0.81, 2.53, 3.66)
H (0.89, 2.39, 4.28)
H (-0.93, -0.44, 4.61)
H (0.28, -1.37, 3.74)
H (-1.24, -0.85, 2.93)
H (0.55, -1.11, 1.66)
H (0.80, 2.78, 2.24)
H (1.76, 4.41, 1.21)
H (2.59, 4.17, -0.27)
H (2.86, 2.12, -1.06)
I (4.49, -1.02, 1.10)
C (4.87, -1.14, -0.94)
C (6.16, -1.22, -1.44)
C (6.29, -1.34, -2.81)
C (5.17, -1.37, -3.63)
C (3.92, -1.25, -3.04)
N (3.77, -1.13, -1.71)
H (7.01, -1.20, -0.78)
H (7.28, -1.42, -3.25)
H (5.25, -1.48, -4.70)
H (3.02, -1.26, -3.63)
O (-5.83, 1.72, 1.80)
S (-4.99, 0.57, 2.00)
O (-3.54, 0.85, 2.03)
O (-5.42, -0.42, 2.96)
C (-5.15, -0.29, 0.41)
N (-6.29, -0.84, -0.03)
C (-6.25, -1.44, -1.21)
C (-5.09, -1.55, -2.01)
C (-3.99, -0.92, -1.46)
N (-4.04, -0.33, -0.28)
C (-2.57, -0.84, -1.89)
C (-1.81, -1.73, -2.66)
C (-0.43, -1.69, -2.57)
N (0.21, -0.77, -1.81)
C (-0.54, 0.21, -1.26)
C (-1.89, 0.22, -1.27)
H (-7.17, -1.89, -1.55)
H (-5.10, -2.06, -2.96)
H (-2.27, -2.54, -3.20)
H (0.19, -2.44, -3.04)
H (-0.03, 0.97, -0.69)
H (-2.45, 0.95, -0.70)

Here are the Löwdin charges for atoms 1 to 4, given in e: number 1, Sc, carries 1.03; number 2, C, carries 0.01; number 3, N, carries -0.09; number 4, C, carries 0.02

=====

3.
The ion C18H21N2O5 with charge -1. Source: the Open Molecules 2025 dataset; level of theory: ωB97M-V/def2-TZVPD.

Spin multiplicity ... 1
HOMO energy ... -4.931 eV
SMILES ... CCCCCCC(=O)c1c([O-])[nH]c(=O)n(-c2ccccc2OC)c1=O
Charge ... -1
Orbital gap ... 8.057 eV

Element x y z (Å)
C (4.95, 2.28, -0.45)
C (4.46, 1.20, 0.50)
C (2.96, 0.96, 0.34)
C (2.39, -0.06, 1.33)
C (2.90, -1.49, 1.14)
C (2.49, -2.14, -0.19)
C (0.98, -2.40, -0.18)
O (0.56, -3.43, 0.32)
C (0.11, -1.37, -0.74)
C (-1.20, -1.27, -0.20)
O (-1.66, -1.86, 0.77)
N (-2.06, -0.28, -0.79)
C (-1.73, 0.52, -1.84)
O (-2.50, 1.32, -2.35)
N (-0.45, 0.38, -2.27)
C (0.53, -0.53, -1.81)
O (1.60, -0.49, -2.40)
H (-0.17, 0.95, -3.05)
C (-3.41, -0.23, -0.33)
C (-4.32, -1.08, -0.94)
C (-5.66, -1.08, -0.61)
C (-6.11, -0.20, 0.36)
C (-5.22, 0.65, 0.99)
C (-3.86, 0.65, 0.67)
O (-3.13, 1.54, 1.39)
C (-1.72, 1.47, 1.42)
H (-1.27, 1.80, 0.47)
H (-1.41, 2.14, 2.22)
H (-1.38, 0.45, 1.64)
H (-5.55, 1.34, 1.75)
H (-7.15, -0.17, 0.63)
H (-6.34, -1.75, -1.10)
H (-3.94, -1.76, -1.70)
H (2.77, -1.53, -1.03)
H (2.98, -3.11, -0.26)
H (2.51, -2.10, 1.95)
H (4.00, -1.50, 1.21)
H (2.64, 0.26, 2.35)
H (1.31, -0.07, 1.24)
H (2.75, 0.64, -0.68)
H (2.43, 1.91, 0.49)
H (5.00, 0.28, 0.30)
H (4.67, 1.49, 1.53)
H (6.03, 2.43, -0.35)
H (4.45, 3.23, -0.25)
H (4.74, 2.00, -1.48)

Here are the Löwdin charges for atoms 1 to 4, given in e: number 1, C, carries -0.12; number 2, C, carries -0.27; number 3, C, carries -0.22; number 4, C, carries -0.20

=====

4.
An isolated molecule of C18H21N3O2S2. Source: the Open Molecules 2025 dataset; level of theory: ωB97M-V/def2-TZVPD.

Spin multiplicity ... 1
HOMO energy ... -7.837 eV
SMILES ... CCn1c(SCC(=O)Nc2cccc(C)c2)nc2c(c1=O)S[C@@H](C)C2
Orbital gap ... 8.284 eV

Element x y z (Å)
C (0.15, -2.43, 3.26)
H (0.73, -1.51, 3.27)
C (-0.70, -2.52, 2.00)
N (0.12, -2.51, 0.80)
C (0.54, -1.35, 0.23)
N (1.30, -1.27, -0.81)
C (1.71, -2.43, -1.36)
C (1.35, -3.65, -0.87)
C (0.51, -3.77, 0.29)
O (0.13, -4.79, 0.82)
S (2.00, -5.00, -1.75)
C (2.55, -3.88, -3.13)
C (1.55, -3.97, -4.27)
H (1.46, -5.00, -4.60)
H (0.58, -3.62, -3.94)
H (1.88, -3.36, -5.11)
H (3.53, -4.24, -3.45)
C (2.63, -2.47, -2.54)
H (2.36, -1.72, -3.28)
H (3.65, -2.24, -2.20)
S (0.00, 0.16, 0.95)
C (0.86, 1.33, -0.15)
H (0.58, 1.08, -1.17)
H (1.93, 1.19, -0.03)
C (0.50, 2.78, 0.16)
O (1.36, 3.64, 0.20)
N (-0.83, 2.98, 0.33)
C (-1.51, 4.16, 0.63)
C (-0.88, 5.40, 0.73)
C (-1.64, 6.52, 1.02)
C (-3.00, 6.43, 1.21)
C (-3.65, 5.20, 1.11)
C (-2.89, 4.07, 0.82)
H (-3.38, 3.11, 0.75)
C (-5.13, 5.10, 1.32)
H (-5.65, 5.73, 0.60)
H (-5.39, 5.45, 2.32)
H (-5.47, 4.08, 1.21)
H (-3.58, 7.31, 1.44)
H (-1.15, 7.48, 1.10)
H (0.18, 5.47, 0.58)
H (-1.42, 2.15, 0.30)
H (-1.25, -3.46, 1.99)
H (-1.40, -1.68, 1.94)
H (0.82, -3.28, 3.30)
H (-0.50, -2.45, 4.13)

Here are the Löwdin charges for atoms 1 to 4, given in e: number 1, C, carries -0.06; number 2, H, carries 0.06; number 3, C, carries -0.22; number 4, N, carries 0.00

=====

5.
An isolated molecule of C18H21N3O4S2. Source: the Open Molecules 2025 dataset; level of theory: ωB97M-V/def2-TZVPD.

Spin multiplicity ... 1
HOMO energy ... -8.790 eV
SMILES ... C=CCN(CC=C)S(=O)(=O)c1ccc2nc(NC(=O)[C@@H]3CCCO3)sc2c1
Orbital gap ... 9.096 eV

Element x y z (Å)
C (-4.49, -2.03, 2.78)
C (-4.28, -1.66, 1.53)
C (-5.29, -0.93, 0.69)
N (-4.79, 0.29, 0.10)
S (-4.12, 0.17, -1.42)
O (-4.07, 1.48, -1.99)
O (-4.85, -0.85, -2.11)
C (-2.44, -0.39, -1.17)
C (-1.47, 0.55, -0.87)
C (-0.19, 0.09, -0.63)
C (0.12, -1.29, -0.69)
C (-0.87, -2.21, -1.02)
C (-2.15, -1.75, -1.25)
H (-2.95, -2.42, -1.52)
H (-0.63, -3.26, -1.08)
N (1.42, -1.59, -0.43)
C (2.10, -0.52, -0.18)
N (3.43, -0.54, 0.11)
C (4.14, 0.59, 0.37)
O (3.65, 1.70, 0.38)
C (5.62, 0.33, 0.66)
O (5.97, -1.01, 0.35)
C (6.80, -1.04, -0.81)
H (7.82, -1.26, -0.50)
H (6.44, -1.83, -1.47)
C (6.71, 0.35, -1.44)
H (7.60, 0.61, -2.00)
H (5.84, 0.42, -2.10)
C (6.50, 1.23, -0.21)
H (6.01, 2.18, -0.42)
H (7.46, 1.43, 0.29)
H (5.78, 0.50, 1.73)
H (3.93, -1.42, 0.13)
S (1.24, 1.01, -0.22)
H (-1.73, 1.59, -0.86)
C (-4.18, 1.23, 1.02)
C (-4.17, 2.62, 0.46)
C (-3.14, 3.45, 0.56)
H (-3.18, 4.45, 0.17)
H (-2.23, 3.16, 1.05)
H (-5.08, 2.92, -0.03)
H (-3.17, 0.92, 1.30)
H (-4.80, 1.23, 1.93)
H (-6.18, -0.70, 1.28)
H (-5.59, -1.56, -0.16)
H (-3.33, -1.86, 1.05)
H (-3.75, -2.55, 3.35)
H (-5.43, -1.83, 3.28)

Here are the Löwdin charges for atoms 1 to 4, given in e: number 1, C, carries 0.02; number 2, C, carries -0.16; number 3, C, carries -0.21; number 4, N, carries -0.24

=====

6.
An isolated molecule of C18H21NO2 in a non-equilibrium geometry. Source: the Open Molecules 2025 dataset; level of theory: ωB97M-V/def2-TZVPD.

Spin multiplicity ... 1
HOMO energy ... -7.739 eV
SMILES ... COc1cccc(O[C@H](c2ccccc2)N2CCCC2)c1
Orbital gap ... 8.484 eV

Element x y z (Å)
C (-2.86, -1.28, 2.82)
C (-3.66, -0.21, 2.06)
C (-2.66, 0.89, 1.69)
N (-1.36, 0.32, 1.94)
C (-0.26, 1.12, 1.77)
C (1.10, 0.50, 1.90)
C (1.36, -0.73, 1.31)
C (2.56, -1.39, 1.59)
C (3.53, -0.76, 2.39)
C (3.31, 0.54, 2.85)
C (2.09, 1.17, 2.63)
C (-1.38, -1.01, 2.53)
H (-3.04, -1.20, 3.90)
H (-3.13, -2.29, 2.51)
H (-4.07, -0.63, 1.14)
H (-4.49, 0.18, 2.65)
H (-2.75, 1.20, 0.64)
H (-2.80, 1.78, 2.32)
H (-0.39, 2.13, 2.19)
H (0.61, -1.17, 0.64)
H (2.71, -2.40, 1.21)
H (4.48, -1.26, 2.57)
H (4.09, 1.05, 3.43)
H (1.88, 2.17, 3.01)
H (-0.75, -1.08, 3.44)
H (-0.98, -1.77, 1.83)
C (1.49, 7.18, 0.55)
O (0.54, 6.10, 0.57)
C (0.90, 4.93, -0.03)
C (1.97, 4.82, -0.96)
C (2.19, 3.59, -1.57)
C (1.46, 2.46, -1.20)
C (0.44, 2.56, -0.24)
O (-0.23, 1.45, 0.08)
C (0.12, 3.80, 0.31)
H (1.05, 7.93, 1.20)
H (2.46, 6.85, 0.95)
H (1.61, 7.57, -0.47)
H (2.60, 5.68, -1.18)
H (2.94, 3.52, -2.36)
H (1.67, 1.46, -1.59)
H (-0.67, 3.92, 1.04)

Here are the Löwdin charges for atoms 1 to 4, given in e: number 1, C, carries -0.15; number 2, C, carries -0.15; number 3, C, carries -0.15; number 4, N, carries -0.11

=====

7.
An isolated molecule of C18H21NO4S. Source: the Open Molecules 2025 dataset; level of theory: ωB97M-V/def2-TZVPD.

Spin multiplicity ... 1
HOMO energy ... -8.629 eV
SMILES ... Cc1ccc(CN(C(=O)c2ccccc2C)[C@H]2CCS(=O)(=O)C2)o1
Orbital gap ... 9.159 eV

Element x y z (Å)
C (4.29, 3.20, 0.54)
C (3.33, 2.27, 1.19)
C (3.47, 1.43, 2.25)
C (2.21, 0.79, 2.42)
C (1.40, 1.29, 1.45)
O (2.07, 2.20, 0.70)
C (-0.02, 0.99, 1.09)
N (-0.12, 0.33, -0.21)
C (0.04, -1.02, -0.31)
O (0.17, -1.62, -1.36)
C (0.13, -1.76, 0.99)
C (1.39, -2.19, 1.40)
C (1.53, -2.95, 2.55)
C (0.41, -3.31, 3.27)
C (-0.85, -2.91, 2.85)
C (-1.01, -2.14, 1.70)
C (-2.38, -1.71, 1.28)
H (-2.43, -1.45, 0.22)
H (-2.71, -0.84, 1.86)
H (-3.10, -2.51, 1.46)
H (-1.72, -3.20, 3.41)
H (0.51, -3.90, 4.17)
H (2.51, -3.27, 2.87)
H (2.25, -1.91, 0.82)
C (-0.20, 1.28, -1.32)
C (-1.62, 1.83, -1.44)
H (-1.65, 2.77, -1.97)
H (-2.16, 1.89, -0.50)
S (-2.45, 0.58, -2.49)
O (-3.02, -0.44, -1.65)
O (-3.34, 1.24, -3.41)
C (-0.97, -0.02, -3.35)
C (0.18, 0.75, -2.72)
H (1.07, 0.13, -2.65)
H (0.41, 1.63, -3.32)
H (-0.89, -1.08, -3.15)
H (-1.09, 0.18, -4.40)
H (0.50, 2.09, -1.07)
H (-0.60, 1.92, 1.06)
H (-0.44, 0.35, 1.87)
H (1.95, 0.05, 3.15)
H (4.35, 1.28, 2.84)
H (5.23, 3.19, 1.07)
H (4.46, 2.91, -0.50)
H (3.89, 4.22, 0.54)

Here are the Löwdin charges for atoms 1 to 4, given in e: number 1, C, carries -0.01; number 2, C, carries -0.32; number 3, C, carries -0.01; number 4, C, carries -0.01

=====

8.
An isolated molecule of C18H21NO6. Source: the Open Molecules 2025 dataset; level of theory: ωB97M-V/def2-TZVPD.

Spin multiplicity ... 1
HOMO energy ... -8.447 eV
SMILES ... CCOc1ccc(C(=O)OCC(=O)NCc2ccco2)cc1OCC
Orbital gap ... 8.948 eV

Element x y z (Å)
C (-2.73, -3.77, 0.62)
C (-3.33, -3.10, -0.61)
H (-2.68, -3.25, -1.49)
H (-4.31, -3.53, -0.83)
O (-3.59, -1.73, -0.42)
C (-2.58, -0.83, -0.44)
C (-1.25, -1.10, -0.74)
C (-0.31, -0.09, -0.76)
C (-0.68, 1.21, -0.46)
C (-2.01, 1.50, -0.15)
C (-2.96, 0.50, -0.14)
O (-4.28, 0.68, 0.13)
C (-4.75, 1.99, 0.40)
C (-6.25, 1.90, 0.62)
H (-6.65, 2.89, 0.83)
H (-6.46, 1.24, 1.46)
H (-6.73, 1.49, -0.27)
H (-4.53, 2.65, -0.45)
H (-4.25, 2.39, 1.29)
H (-2.26, 2.52, 0.08)
C (0.28, 2.33, -0.44)
O (0.02, 3.46, -0.12)
O (1.52, 1.94, -0.81)
C (2.55, 2.92, -0.80)
H (2.18, 3.83, -0.32)
H (2.82, 3.17, -1.84)
C (3.80, 2.43, -0.08)
O (4.83, 3.07, -0.09)
N (3.64, 1.27, 0.58)
H (2.76, 0.78, 0.49)
C (4.74, 0.58, 1.23)
C (5.00, -0.74, 0.58)
C (4.40, -1.96, 0.73)
C (5.01, -2.83, -0.20)
C (5.94, -2.07, -0.85)
O (5.93, -0.81, -0.39)
H (6.63, -2.31, -1.63)
H (4.80, -3.86, -0.36)
H (3.62, -2.21, 1.43)
H (5.62, 1.22, 1.13)
H (4.50, 0.43, 2.29)
H (0.72, -0.32, -1.01)
H (-0.94, -2.10, -0.98)
H (-2.61, -4.83, 0.44)
H (-3.40, -3.63, 1.47)
H (-1.77, -3.34, 0.87)

Here are the Löwdin charges for atoms 1 to 4, given in e: number 1, C, carries -0.06; number 2, C, carries -0.24; number 3, H, carries 0.12; number 4, H, carries 0.13

=====

9.
A cluster of 3 separate species, C18H22BrN3O2S in total in a non-equilibrium geometry. Source: the Open Molecules 2025 dataset; level of theory: ωB97M-V/def2-TZVPD.

Spin multiplicity ... 1
HOMO energy ... -10.025 eV
SMILES ... O=C1C=C(CCCBr)C(=O)C(N=C=S)=C1.CCCC#N.CCCC#N
Orbital gap ... 8.550 eV

Element x y z (Å)
O (0.08, -3.27, 0.91)
C (0.37, -2.14, 0.59)
C (0.20, -0.99, 1.52)
C (0.19, 0.28, 1.11)
C (-0.01, 1.45, 2.05)
C (0.93, 2.62, 1.72)
C (2.37, 2.35, 2.18)
Br (3.06, 3.95, 3.10)
C (0.32, 0.52, -0.36)
O (-0.03, 1.53, -0.92)
C (0.93, -0.60, -1.16)
N (1.51, -0.22, -2.43)
C (2.70, 0.02, -2.33)
S (4.22, 0.27, -2.06)
C (0.95, -1.85, -0.75)
H (0.08, -1.21, 2.56)
H (0.27, 1.09, 3.05)
H (-1.04, 1.78, 2.08)
H (0.92, 2.87, 0.67)
H (0.56, 3.47, 2.28)
H (2.43, 1.54, 2.90)
H (3.04, 2.19, 1.35)
H (1.38, -2.65, -1.34)
C (1.34, 0.44, -8.03)
C (0.25, 0.53, -6.97)
C (0.72, 0.04, -5.60)
C (1.12, -1.37, -5.66)
N (1.44, -2.47, -5.71)
H (1.65, -0.59, -8.20)
H (0.98, 0.82, -8.99)
H (2.22, 1.02, -7.75)
H (-0.61, -0.05, -7.29)
H (-0.07, 1.57, -6.88)
H (-0.08, 0.14, -4.87)
H (1.56, 0.63, -5.24)
C (-3.14, -1.87, 6.56)
C (-3.76, -0.92, 5.54)
C (-2.98, -0.88, 4.22)
C (-1.61, -0.41, 4.44)
N (-0.53, -0.05, 4.62)
H (-2.13, -1.55, 6.85)
H (-3.74, -1.89, 7.47)
H (-3.08, -2.89, 6.17)
H (-3.81, 0.08, 5.97)
H (-4.78, -1.24, 5.33)
H (-3.46, -0.20, 3.52)
H (-2.94, -1.87, 3.77)

Here are the Löwdin charges for atoms 1 to 4, given in e: number 1, O, carries 0.11; number 2, C, carries -0.36; number 3, C, carries 0.07; number 4, C, carries -0.12

=====

10.
An isolated molecule of C18H22ClF2N3O4. Source: the Open Molecules 2025 dataset; level of theory: ωB97M-V/def2-TZVPD.

Spin multiplicity ... 1
HOMO energy ... -9.219 eV
SMILES ... CN(CCCCNC(=O)c1cc2nc(Cl)ccc2o1)C(=O)[C@](C)(O)CC(F)F
Orbital gap ... 9.083 eV

Element x y z (Å)
C (-2.50, -0.32, 1.41)
N (-1.38, -1.22, 1.72)
C (-0.21, -0.55, 2.26)
C (0.66, 0.08, 1.18)
C (1.76, 0.97, 1.77)
C (1.53, 2.46, 1.52)
N (1.48, 2.79, 0.11)
C (0.31, 3.03, -0.54)
O (-0.79, 2.97, -0.01)
C (0.46, 3.40, -1.97)
C (1.50, 3.89, -2.68)
C (1.01, 4.07, -4.01)
N (1.61, 4.54, -5.12)
C (0.85, 4.57, -6.18)
Cl (1.58, 5.17, -7.65)
C (-0.50, 4.17, -6.25)
C (-1.11, 3.69, -5.11)
C (-0.32, 3.65, -3.98)
O (-0.66, 3.24, -2.74)
C (-1.62, -2.55, 1.64)
O (-2.72, -2.99, 1.36)
C (-0.49, -3.56, 1.96)
C (-0.47, -3.77, 3.48)
O (0.75, -3.04, 1.50)
C (-0.82, -4.85, 1.21)
C (0.00, -6.04, 1.63)
F (-0.24, -7.09, 0.80)
F (1.35, -5.77, 1.53)
H (-3.16, -0.80, 0.70)
H (-3.06, -0.09, 2.31)
H (-2.11, 0.60, 0.99)
H (-0.57, 0.23, 2.94)
H (0.39, -1.24, 2.84)
H (1.08, -0.72, 0.58)
H (0.02, 0.67, 0.51)
H (1.83, 0.82, 2.85)
H (2.73, 0.69, 1.37)
H (0.58, 2.78, 1.95)
H (2.32, 3.05, 1.99)
H (2.32, 2.72, -0.44)
H (2.49, 4.14, -2.31)
H (-1.03, 4.24, -7.19)
H (-2.15, 3.37, -5.11)
H (-1.41, -4.23, 3.81)
H (0.36, -4.42, 3.77)
H (-0.35, -2.83, 4.01)
H (1.38, -3.77, 1.47)
H (-1.87, -5.10, 1.36)
H (-0.66, -4.69, 0.14)
H (-0.17, -6.38, 2.65)

Here are the Löwdin charges for atoms 1 to 4, given in e: number 1, C, carries -0.01; number 2, N, carries -0.07; number 3, C, carries -0.17; number 4, C, carries -0.16